No. 1
The following is a quantum chemistry calculation of C29H28CrFIN4O12P2 as an isolated structure at a distorted geometry, from the Open Molecules 2025 dataset.

```
! RIJCOSX wB97M-V def2-TZVPD def2/J DEFGRID3
* xyz -1 4
Cr -0.33859 0.63291 0.33944
C 3.44421 0.28091 -2.11736
C 3.46721 -0.62699 -0.92856
N 4.41161 -1.53539 -0.92166
C 4.55161 -2.34619 0.12134
C 3.79511 -2.23499 1.26934
C 4.19401 -3.04209 2.48444
O 3.14081 -3.84529 2.98874
C 2.77421 -1.26909 1.30674
C 2.04701 -1.06819 2.53314
N 1.67921 0.09951 2.91124
C 1.17621 0.34021 4.16054
C 1.59741 -0.33079 5.31594
C 1.06581 -0.00879 6.54934
C 0.11431 0.99231 6.67054
C -0.28659 1.70431 5.54844
C 0.26491 1.38621 4.32484
I -0.25279 2.43891 2.52594
C 2.53071 -0.46799 0.14784
O 1.54811 0.35511 0.05924
H 4.42531 0.27231 -2.58516
H 3.18861 1.29241 -1.81176
H 2.70991 -0.06849 -2.84166
H 5.34861 -3.07659 0.03874
H 4.51701 -2.34449 3.27774
H 5.05601 -3.66439 2.21194
H 3.49031 -4.68599 3.29784
H 1.87091 -1.95979 3.13924
H 2.34701 -1.10219 5.21764
H 1.40301 -0.54159 7.42784
H -0.32819 1.21801 7.62954
H -1.00689 2.50371 5.63334
N -2.82849 -2.74579 -0.79166
C -3.14289 -2.12429 0.49844
C -4.41589 -2.75349 1.03644
P -1.73269 -2.83109 1.67704
O -1.12679 -0.69189 2.82944
O -1.06489 -3.73209 0.68074
O -0.71339 -1.39419 1.65464
P -3.41439 -0.28269 0.31094
O -4.52479 -0.06129 1.50064
O -4.00019 0.02321 -1.00906
O -2.27819 0.61891 0.79844
H -3.60179 -3.27709 -1.18826
H -1.99319 -3.38389 -0.50416
H -2.43059 -2.13769 -1.59156
H -4.29069 -3.83779 1.07344
H -5.27159 -2.49749 0.40944
H -4.61849 -2.39769 2.04324
H -2.00589 -0.34339 2.57684
H -5.08309 0.65361 1.20594
O -1.69489 -1.64289 -2.84846
C -1.01009 -0.69569 -2.41706
O -0.82979 -0.52479 -1.17626
C -0.42339 0.24081 -3.43336
C 0.54641 1.18821 -3.11866
C 1.02581 2.05261 -4.09276
C 0.55871 1.97291 -5.38956
C -0.38419 0.99801 -5.71136
C -0.88019 0.13951 -4.73946
N -0.85079 0.88291 -7.05246
O -0.44199 1.69331 -7.88046
O -1.62919 -0.02409 -7.32316
H 0.90551 1.24641 -2.10476
H 1.76181 2.79711 -3.83086
H 0.90381 2.63401 -6.16906
H -1.62379 -0.60049 -4.99526
F -1.60499 5.87841 -2.71766
C -1.28799 4.72071 -2.07446
C -2.15169 3.64711 -2.14326
C -1.82019 2.48611 -1.46676
C -0.65669 2.37141 -0.71296
C 0.19281 3.47431 -0.68946
C -0.10919 4.64991 -1.35956
H -3.07209 3.72451 -2.70206
H -2.50949 1.66071 -1.52766
H 1.11981 3.43001 -0.12916
H 0.55811 5.49781 -1.32996
*
```

Relative energy (zero: lowest compared OMol25 entry of this formula, charge and spin) = 127.1 kcal per mole
Expectation value of S² = 3.810
Frontier orbital gap (spin up / spin down) = 0.258 / 0.264 Eh
HOMO (spin up / spin down) = -5.411 / -5.551 eV

***

No. 2
The following is a quantum chemistry calculation of C16H41BaN3O7 as an isolated structure at a distorted geometry, from the Open Molecules 2025 dataset.

```
! RIJCOSX wB97M-V def2-TZVPD def2/J DEFGRID3
* xyz -2 1
Ba 3.06089 -32.79475 -24.17715
O 1.46341 -36.37526 -27.33027
C 2.28803 -36.33621 -26.16610
C 2.22539 -35.14714 -25.07976
O 2.39873 -33.82418 -25.65734
H 3.32530 -36.32219 -26.50074
H 2.12270 -37.25111 -25.59713
H 2.97452 -35.23323 -24.29269
H 1.27290 -35.08335 -24.55367
O 4.77524 -30.34888 -20.23975
C 3.45233 -30.74689 -20.55876
C 3.43146 -31.97228 -21.60535
O 4.26992 -32.19197 -22.71627
H 2.72075 -29.93887 -20.55780
H 3.10282 -31.16437 -19.61448
H 2.39317 -32.14940 -21.88586
H 3.70754 -32.90179 -21.10746
C 0.07958 -34.81885 -22.02799
C 0.97099 -33.83840 -22.91957
C 0.65510 -32.32023 -22.68295
O 1.41943 -31.48879 -23.56092
C 0.86801 -30.22434 -23.58898
N 2.28307 -34.11450 -22.48308
H 0.05754 -35.82285 -22.45177
H -0.95885 -34.50517 -22.13465
H 0.40735 -34.80809 -20.98850
H 0.76187 -34.05924 -23.96628
H 0.80218 -32.14367 -21.61744
H -0.41152 -32.10678 -22.75279
H 0.22294 -29.93117 -22.76071
H 0.40954 -30.23476 -24.57782
H 1.58960 -29.43172 -23.78687
H 2.39196 -33.92096 -21.49780
H 2.52346 -35.06573 -22.72284
C 4.57913 -29.12698 -24.74345
C 3.72127 -30.38248 -24.66506
C 2.82315 -30.51544 -25.87717
O 2.18816 -31.74193 -25.77182
C 1.41190 -32.01554 -26.92884
N 4.69664 -31.50791 -24.51840
H 5.37626 -29.10161 -24.00045
H 3.95880 -28.29679 -24.40574
H 5.15820 -28.87646 -25.63228
H 3.04424 -30.26522 -23.81891
H 3.51588 -30.58390 -26.71594
H 2.10526 -29.73529 -26.13036
H 1.15032 -33.07239 -26.98123
H 1.91957 -31.81567 -27.87246
H 0.48172 -31.45256 -27.00582
H 5.31872 -31.56810 -25.31181
H 5.19475 -31.16611 -23.70899
C 6.92038 -34.52564 -22.99589
C 5.73198 -33.71776 -23.60409
C 5.77809 -33.92517 -25.16330
O 4.76932 -33.20367 -25.92970
C 4.79645 -33.59561 -27.26140
N 4.40480 -34.03601 -23.00070
H 6.67233 -35.58697 -22.98364
H 7.28088 -34.11347 -22.05342
H 7.87484 -34.42615 -23.51282
H 6.03082 -32.70489 -23.33412
H 5.62201 -34.97940 -25.39208
H 6.76175 -33.68587 -25.56735
H 4.36724 -34.59701 -27.29398
H 5.72990 -33.33896 -27.76231
H 4.01760 -33.16477 -27.89058
H 4.56090 -34.84995 -22.42344
H 4.21155 -33.32429 -22.31063
*
```

Relative energy (zero: lowest compared OMol25 entry of this formula, charge and spin) = 606.3 kcal per mole
Frontier orbital gap = 0.111 Eh
HOMO = 1.026 eV

***

Repeat the second record exactly.
The following is a quantum chemistry calculation of C16H41BaN3O7 as an isolated structure at a distorted geometry, from the Open Molecules 2025 dataset.

```
! RIJCOSX wB97M-V def2-TZVPD def2/J DEFGRID3
* xyz -2 1
Ba 3.06089 -32.79475 -24.17715
O 1.46341 -36.37526 -27.33027
C 2.28803 -36.33621 -26.16610
C 2.22539 -35.14714 -25.07976
O 2.39873 -33.82418 -25.65734
H 3.32530 -36.32219 -26.50074
H 2.12270 -37.25111 -25.59713
H 2.97452 -35.23323 -24.29269
H 1.27290 -35.08335 -24.55367
O 4.77524 -30.34888 -20.23975
C 3.45233 -30.74689 -20.55876
C 3.43146 -31.97228 -21.60535
O 4.26992 -32.19197 -22.71627
H 2.72075 -29.93887 -20.55780
H 3.10282 -31.16437 -19.61448
H 2.39317 -32.14940 -21.88586
H 3.70754 -32.90179 -21.10746
C 0.07958 -34.81885 -22.02799
C 0.97099 -33.83840 -22.91957
C 0.65510 -32.32023 -22.68295
O 1.41943 -31.48879 -23.56092
C 0.86801 -30.22434 -23.58898
N 2.28307 -34.11450 -22.48308
H 0.05754 -35.82285 -22.45177
H -0.95885 -34.50517 -22.13465
H 0.40735 -34.80809 -20.98850
H 0.76187 -34.05924 -23.96628
H 0.80218 -32.14367 -21.61744
H -0.41152 -32.10678 -22.75279
H 0.22294 -29.93117 -22.76071
H 0.40954 -30.23476 -24.57782
H 1.58960 -29.43172 -23.78687
H 2.39196 -33.92096 -21.49780
H 2.52346 -35.06573 -22.72284
C 4.57913 -29.12698 -24.74345
C 3.72127 -30.38248 -24.66506
C 2.82315 -30.51544 -25.87717
O 2.18816 -31.74193 -25.77182
C 1.41190 -32.01554 -26.92884
N 4.69664 -31.50791 -24.51840
H 5.37626 -29.10161 -24.00045
H 3.95880 -28.29679 -24.40574
H 5.15820 -28.87646 -25.63228
H 3.04424 -30.26522 -23.81891
H 3.51588 -30.58390 -26.71594
H 2.10526 -29.73529 -26.13036
H 1.15032 -33.07239 -26.98123
H 1.91957 -31.81567 -27.87246
H 0.48172 -31.45256 -27.00582
H 5.31872 -31.56810 -25.31181
H 5.19475 -31.16611 -23.70899
C 6.92038 -34.52564 -22.99589
C 5.73198 -33.71776 -23.60409
C 5.77809 -33.92517 -25.16330
O 4.76932 -33.20367 -25.92970
C 4.79645 -33.59561 -27.26140
N 4.40480 -34.03601 -23.00070
H 6.67233 -35.58697 -22.98364
H 7.28088 -34.11347 -22.05342
H 7.87484 -34.42615 -23.51282
H 6.03082 -32.70489 -23.33412
H 5.62201 -34.97940 -25.39208
H 6.76175 -33.68587 -25.56735
H 4.36724 -34.59701 -27.29398
H 5.72990 -33.33896 -27.76231
H 4.01760 -33.16477 -27.89058
H 4.56090 -34.84995 -22.42344
H 4.21155 -33.32429 -22.31063
*
```

Relative energy (zero: lowest compared OMol25 entry of this formula, charge and spin) = 606.3 kcal per mole
Frontier orbital gap = 0.111 Eh
HOMO = 1.026 eV

***

> The lowest relative energy (zero: lowest compared OMol25 entry of this formula, charge and spin) belongs to which entry?

C29H28CrFIN4O12P2

***

What did the second record say?
The following is a quantum chemistry calculation of C16H41BaN3O7 as an isolated structure at a distorted geometry, from the Open Molecules 2025 dataset.

```
! RIJCOSX wB97M-V def2-TZVPD def2/J DEFGRID3
* xyz -2 1
Ba 3.06089 -32.79475 -24.17715
O 1.46341 -36.37526 -27.33027
C 2.28803 -36.33621 -26.16610
C 2.22539 -35.14714 -25.07976
O 2.39873 -33.82418 -25.65734
H 3.32530 -36.32219 -26.50074
H 2.12270 -37.25111 -25.59713
H 2.97452 -35.23323 -24.29269
H 1.27290 -35.08335 -24.55367
O 4.77524 -30.34888 -20.23975
C 3.45233 -30.74689 -20.55876
C 3.43146 -31.97228 -21.60535
O 4.26992 -32.19197 -22.71627
H 2.72075 -29.93887 -20.55780
H 3.10282 -31.16437 -19.61448
H 2.39317 -32.14940 -21.88586
H 3.70754 -32.90179 -21.10746
C 0.07958 -34.81885 -22.02799
C 0.97099 -33.83840 -22.91957
C 0.65510 -32.32023 -22.68295
O 1.41943 -31.48879 -23.56092
C 0.86801 -30.22434 -23.58898
N 2.28307 -34.11450 -22.48308
H 0.05754 -35.82285 -22.45177
H -0.95885 -34.50517 -22.13465
H 0.40735 -34.80809 -20.98850
H 0.76187 -34.05924 -23.96628
H 0.80218 -32.14367 -21.61744
H -0.41152 -32.10678 -22.75279
H 0.22294 -29.93117 -22.76071
H 0.40954 -30.23476 -24.57782
H 1.58960 -29.43172 -23.78687
H 2.39196 -33.92096 -21.49780
H 2.52346 -35.06573 -22.72284
C 4.57913 -29.12698 -24.74345
C 3.72127 -30.38248 -24.66506
C 2.82315 -30.51544 -25.87717
O 2.18816 -31.74193 -25.77182
C 1.41190 -32.01554 -26.92884
N 4.69664 -31.50791 -24.51840
H 5.37626 -29.10161 -24.00045
H 3.95880 -28.29679 -24.40574
H 5.15820 -28.87646 -25.63228
H 3.04424 -30.26522 -23.81891
H 3.51588 -30.58390 -26.71594
H 2.10526 -29.73529 -26.13036
H 1.15032 -33.07239 -26.98123
H 1.91957 -31.81567 -27.87246
H 0.48172 -31.45256 -27.00582
H 5.31872 -31.56810 -25.31181
H 5.19475 -31.16611 -23.70899
C 6.92038 -34.52564 -22.99589
C 5.73198 -33.71776 -23.60409
C 5.77809 -33.92517 -25.16330
O 4.76932 -33.20367 -25.92970
C 4.79645 -33.59561 -27.26140
N 4.40480 -34.03601 -23.00070
H 6.67233 -35.58697 -22.98364
H 7.28088 -34.11347 -22.05342
H 7.87484 -34.42615 -23.51282
H 6.03082 -32.70489 -23.33412
H 5.62201 -34.97940 -25.39208
H 6.76175 -33.68587 -25.56735
H 4.36724 -34.59701 -27.29398
H 5.72990 -33.33896 -27.76231
H 4.01760 -33.16477 -27.89058
H 4.56090 -34.84995 -22.42344
H 4.21155 -33.32429 -22.31063
*
```

Relative energy (zero: lowest compared OMol25 entry of this formula, charge and spin) = 606.3 kcal per mole
Frontier orbital gap = 0.111 Eh
HOMO = 1.026 eV